No. 1
Formula: C29H23BBrGeINO3Y
Source: OMol25
Level of theory: ωB97M-V/def2-TZVPD

Geometry as XYZ:
```
61
Properties=species:S:1:pos:R:3:forces:R:3
I 2.288 1.589 2.049 -0.1 0.1 -0.1
Y 0.240 0.898 -0.344 0.4 -0.2 0.5
Br -0.419 3.518 0.747 -0.1 0.1 -0.1
Ge -0.450 -2.358 2.253 -0.2 0.1 -0.1
O -2.044 2.533 -2.696 0.0 0.0 0.0
O -1.231 0.646 -3.692 0.0 0.0 0.0
O -1.678 0.102 0.839 0.0 -0.1 0.0
N -0.701 -0.538 1.164 0.1 0.1 -0.1
C 4.176 -1.497 1.639 0.0 0.0 0.0
C 0.917 4.339 1.855 0.0 0.0 0.0
C 3.717 -2.031 2.808 0.0 0.0 0.0
C 1.152 -1.728 -0.534 0.0 0.1 0.1
C -2.860 -3.431 1.072 0.0 0.0 0.0
C -3.465 3.291 -4.544 0.0 0.0 0.0
C -0.807 -4.577 0.488 0.0 0.0 0.0
C 1.955 -1.769 0.644 0.0 0.0 0.0
C -1.002 -1.862 4.033 0.1 -0.1 0.0
C -2.422 0.875 -5.824 0.0 0.0 0.0
C 1.973 3.629 2.398 0.0 0.0 0.0
C -2.061 1.249 -4.543 0.0 0.0 0.0
C 1.666 6.334 2.916 0.0 0.0 0.0
C 0.747 5.689 2.100 0.0 0.0 0.0
C 2.889 4.280 3.210 0.0 0.0 0.0
C 3.298 -1.320 0.538 0.0 0.0 0.0
C -2.573 2.439 -3.912 0.0 0.0 0.0
C 3.725 -0.666 -0.647 0.0 0.0 0.0
C 2.882 -0.502 -1.717 0.0 0.0 0.0
C 1.598 -1.102 -1.678 -0.1 0.0 -0.2
C -3.307 1.724 -6.450 0.0 -0.1 0.0
C -1.534 -5.497 -0.252 0.0 0.0 0.0
C 2.344 -2.340 2.956 0.0 0.0 0.0
C -3.578 -4.347 0.321 0.0 0.0 0.0
C -1.470 -3.541 1.151 0.1 0.0 0.1
C -2.915 -5.378 -0.336 0.0 0.0 0.0
C -3.822 2.916 -5.817 0.0 0.1 0.1
C 1.462 -2.222 1.910 0.0 0.0 0.0
C 2.727 5.635 3.467 0.0 0.0 0.0
B -1.172 1.418 -2.490 0.0 0.0 0.0
H -0.693 -2.642 4.732 0.0 0.0 0.0
H 1.998 -2.664 3.931 0.0 0.0 0.0
H -3.482 -6.102 -0.906 0.0 0.0 0.0
H -1.027 -6.313 -0.750 0.0 0.0 0.0
H -0.085 6.229 1.669 0.0 0.0 0.0
H -4.655 -4.272 0.262 0.0 0.0 0.0
H -2.035 -0.016 -6.297 0.0 0.0 0.0
H -3.388 -2.647 1.605 0.0 0.0 0.0
H 3.442 6.140 4.103 0.0 0.0 0.0
H 3.723 3.743 3.641 0.0 0.0 0.0
H -4.515 3.528 -6.381 0.0 0.0 0.0
H -2.085 -1.775 4.086 0.0 0.0 0.0
H 0.270 -4.683 0.562 0.0 0.0 0.0
H 4.742 -0.295 -0.697 0.0 0.0 0.0
H 0.204 -2.257 -0.549 -0.1 0.0 0.0
H 4.389 -2.181 3.642 0.0 0.0 0.0
H 5.213 -1.200 1.538 0.0 0.0 0.0
H -3.847 4.182 -4.067 0.0 0.0 0.0
H -0.533 -0.924 4.327 0.0 0.0 0.0
H 1.543 7.390 3.117 0.0 0.0 0.0
H 3.227 -0.011 -2.618 0.0 0.0 0.0
H 0.987 -1.130 -2.576 0.0 0.0 0.0
H -3.639 1.503 -7.456 0.0 0.0 0.0
```
Positions in Å, forces in eV/Å.

Summary:
Multiplicity: 2
Charge: +3
Molecular weight in g/mol: 812.6
LUMO energy (alpha / beta) in eV: -10.001 / -11.097
<S²>: 0.766



No. 2
Formula: C20H24BBrF16O6P
Source: OMol25
Level of theory: ωB97M-V/def2-TZVPD

Geometry as XYZ:
```
69
Properties=species:S:1:pos:R:3:forces:R:3
Br -1.726 -1.545 -0.259 0.0 0.0 0.1
P 0.510 -2.706 2.112 -1.4 -1.7 -0.9
F -2.372 -3.329 -3.489 0.1 -0.2 -0.1
F -7.478 -2.075 -5.575 -0.1 0.2 0.2
F 5.092 5.765 3.103 -0.1 0.2 -0.1
F 1.068 5.057 0.795 -0.1 0.2 0.3
F -6.862 -4.416 -3.024 0.3 0.0 -0.1
F 0.759 4.169 3.326 0.1 -0.2 -0.1
F -8.638 -4.101 -4.238 0.0 0.1 -0.1
F -4.310 -3.483 -2.551 -0.1 -0.3 -0.1
F -4.785 -5.720 -4.371 -0.2 0.2 0.0
F -6.469 -3.987 -5.833 -0.1 -0.1 0.1
F 3.311 8.036 2.656 0.0 -0.2 -0.1
F -3.174 -5.920 -2.914 0.0 0.1 0.0
F 5.447 8.437 2.858 0.1 -0.1 0.1
F 3.114 5.669 1.181 0.1 0.2 0.3
F 1.160 6.304 3.193 0.1 0.0 -0.1
F 5.550 6.692 5.002 0.1 0.2 0.0
O -0.361 -1.751 3.158 1.1 0.1 0.2
O 1.881 -3.118 2.929 -0.4 1.1 0.2
O -4.134 -2.993 -4.741 -0.5 -0.8 0.0
O 2.344 -1.945 0.391 0.4 -0.5 -0.8
O 2.363 0.158 1.355 0.3 0.3 0.3
O 3.484 6.048 4.654 -0.2 0.5 -0.7
C 1.731 5.081 3.053 0.1 0.7 0.3
C 2.804 4.898 4.142 0.3 -0.5 0.5
C 4.344 7.999 3.514 0.0 0.4 0.0
C -5.356 -2.273 -4.647 0.4 0.6 0.1
C 0.153 -2.035 -0.544 0.6 -0.9 -0.1
C -3.637 -3.743 -3.687 -0.2 1.1 0.1
C 4.235 -1.334 2.120 0.4 -0.5 1.0
C -0.868 -4.477 -0.580 0.2 -0.3 0.1
C 1.035 -1.600 0.627 -0.8 0.8 2.1
C -6.686 -2.993 -4.944 0.6 -0.4 -0.4
C 1.020 -0.096 1.049 0.8 0.5 -0.7
C -3.578 -5.240 -4.008 0.2 -0.3 -0.1
C 0.532 0.952 0.016 0.2 -0.2 -0.6
C 4.923 -1.584 3.104 -0.8 0.8 -1.8
C 1.590 2.871 -1.064 0.7 0.4 -0.4
C 4.597 6.584 4.044 -0.3 -1.0 0.3
C -7.515 -3.504 -3.762 -0.4 0.1 0.2
C 2.135 4.837 1.599 -0.1 -0.5 -0.6
C 0.309 -3.554 -0.873 -0.9 0.3 -0.5
C 1.683 1.602 -0.726 -0.8 -0.7 0.2
B 3.283 -0.891 0.875 0.1 0.2 0.5
H -5.268 -1.531 -5.440 0.0 -0.1 -0.1
H -0.037 -1.904 4.055 -0.1 0.1 0.0
H -5.408 -1.702 -3.720 -0.1 -0.2 0.2
H -1.248 -4.369 0.424 0.0 0.1 0.3
H 2.234 -3.859 2.428 0.3 0.0 0.1
H -0.238 0.591 -0.665 0.0 -0.2 0.0
H -0.513 -5.501 -0.691 -0.1 -0.2 0.0
H 3.504 4.103 3.885 0.1 0.1 -0.3
H 2.464 3.802 1.454 0.0 0.0 0.1
H 0.071 1.750 0.583 -0.3 0.2 0.1
H -2.875 -5.421 -4.823 0.0 0.1 0.0
H 0.632 3.341 -1.189 -0.2 0.5 0.8
H 2.555 1.021 -0.976 0.5 0.0 0.7
H -1.700 -4.340 -1.257 -0.1 0.1 -0.2
H 2.255 4.531 5.007 -0.1 0.1 0.0
H 4.032 -0.514 -0.017 0.0 0.0 -0.2
H 0.480 -3.619 -1.947 0.2 0.0 -0.2
H 0.473 -1.513 -1.434 -0.1 0.5 -0.1
H 5.657 -1.512 3.851 0.3 -0.3 0.6
H 2.497 3.444 -1.188 0.0 0.2 -1.0
H 4.130 8.677 4.343 0.1 -0.1 0.1
H 1.205 -3.944 -0.412 0.3 0.2 0.3
H 0.484 0.133 1.964 -0.5 -0.6 0.0
H -7.817 -2.674 -3.118 0.1 0.0 0.0
```
Positions in Å, forces in eV/Å.

Summary:
Charge: -1
Molecular weight in g/mol: 786.1
LUMO energy in eV: 2.043



No. 3
Formula: C19H29N3O3
Source: OMol25
Level of theory: ωB97M-V/def2-TZVPD

Geometry as XYZ:
```
54
Properties=species:S:1:pos:R:3:forces:R:3
O 0.065 -0.817 3.324 0.0 0.4 0.2
O 2.170 4.822 -5.231 0.2 -0.4 0.2
O -1.750 2.918 -2.753 -0.4 -0.1 -0.1
N 0.452 3.367 -2.894 0.4 0.1 -0.1
N -0.304 -1.900 1.373 -0.1 -0.2 -0.5
N -0.482 2.101 -0.008 0.0 0.1 -0.1
C -0.002 -3.216 3.382 0.0 0.1 -0.2
C -1.708 1.326 -0.065 -0.2 -0.2 0.2
C -0.428 -0.739 0.506 0.0 0.4 0.3
C -1.317 -3.992 3.259 0.0 0.0 0.4
C 0.095 5.617 -5.344 0.3 -0.6 0.2
C 0.982 6.593 -5.861 0.6 -0.1 0.0
C -0.708 3.224 -2.210 0.3 0.1 0.3
C -0.078 -1.850 2.704 0.0 -0.6 0.3
C 2.226 6.053 -5.766 -0.3 0.8 -0.3
C -0.571 3.377 -0.694 -0.2 0.0 0.0
C 0.834 0.124 0.532 -0.1 0.0 -0.3
C 0.523 3.251 -4.339 0.1 0.1 0.0
C -0.058 -6.150 3.479 0.1 0.0 0.3
C 0.868 4.554 -4.979 -0.9 0.2 -0.1
C -1.615 0.143 0.894 0.0 0.0 -0.3
C 1.161 -4.052 2.840 0.1 0.0 0.3
C 1.253 -5.377 3.594 0.0 -0.1 -0.3
C -1.218 -5.315 4.013 -0.1 -0.1 -0.3
C 0.662 1.307 -0.414 0.2 -0.2 0.2
H -2.135 -3.391 3.663 0.0 0.0 -0.1
H 0.014 -7.086 4.036 0.0 -0.1 -0.1
H -0.466 2.920 -4.664 0.2 0.0 0.0
H 1.553 1.940 -0.369 0.0 0.0 -0.1
H -1.456 0.506 1.909 0.0 0.0 0.0
H 0.318 3.963 -0.443 0.0 0.0 0.0
H -2.154 -5.869 3.910 0.0 0.0 0.1
H -1.456 3.896 -0.320 0.1 0.0 -0.1
H 1.465 -5.179 4.646 0.1 0.0 0.1
H 0.982 0.487 1.548 0.1 0.0 0.0
H -0.581 -1.121 -0.511 0.0 0.0 0.1
H -2.534 1.975 0.232 0.0 0.0 -0.1
H 3.194 6.426 -6.037 0.2 0.0 0.0
H -0.969 5.688 -5.258 -0.3 -0.1 0.0
H 2.093 -3.494 2.948 0.0 0.0 -0.1
H 0.725 7.557 -6.248 0.0 0.2 -0.1
H 1.276 2.503 -4.609 -0.2 0.0 -0.1
H 1.016 -4.257 1.776 0.0 0.0 -0.1
H 1.283 3.676 -2.416 -0.1 0.0 0.1
H 1.704 -0.465 0.237 0.0 0.0 0.0
H -1.541 -4.197 2.209 0.0 0.0 -0.1
H 2.074 -5.974 3.192 0.0 0.0 0.1
H -2.542 -0.432 0.864 0.0 0.0 0.0
H -0.434 -2.803 0.950 0.0 0.0 0.1
H -1.062 -5.116 5.075 0.0 0.0 0.1
H 0.182 -3.014 4.442 0.0 0.1 -0.1
H -0.242 -6.399 2.431 0.0 -0.1 -0.1
H 0.556 0.932 -1.450 0.0 0.1 0.0
H -1.915 0.961 -1.085 0.0 0.1 0.0
```
Positions in Å, forces in eV/Å.

Summary:
Structure (SMILES): O=C(CN1CCC(NC(=O)C2CCCCC2)CC1)NCc1ccco1
Molecular weight in g/mol: 347.5
LUMO energy in eV: 0.679



No. 4
Formula: C4H5F3O
Source: OMol25
Level of theory: ωB97M-V/def2-TZVPD

Geometry as XYZ:
```
13
Properties=species:S:1:pos:R:3:forces:R:3
F 0.447 -1.588 0.402 -0.3 -0.9 -0.7
F 0.101 1.064 -1.315 0.3 0.3 -1.9
F 2.325 1.387 0.639 0.5 3.0 0.8
O 2.977 -0.537 -0.073 9.2 -7.9 -4.5
C -0.521 0.519 -0.242 1.6 -0.1 0.1
C -1.695 -0.278 -0.522 -2.4 -1.3 1.5
C 2.132 0.150 0.296 -11.3 5.1 3.5
C 0.559 -0.250 0.539 2.2 -0.6 -0.5
H 0.625 -0.132 1.578 -0.9 1.0 1.8
H -2.647 0.203 -0.806 0.8 0.4 0.0
H -1.935 -0.837 0.422 0.1 0.5 -0.6
H -0.859 1.337 0.279 -0.3 2.0 2.0
H -1.510 -1.038 -1.198 0.5 -1.5 -1.6
```
Positions in Å, forces in eV/Å.

Summary:
Multiplicity: 3
Molecular weight in g/mol: 126.1
LUMO energy (alpha / beta) in eV: 0.826 / -3.811
<S²>: 2.006